No. 1
This record from OMol25 describes a cluster of 12 separate species, C30H84O18 in total at a distorted geometry. The level of theory is wB97M-V/def2-TZVPD.

Properties
* maximum force: 2.9 eV/Å
* charge: -1
* <S²>: 0.75
* gap between HOMO and LUMO (alpha / beta): 1.610 / 8.981 eV
* HOMO (alpha / beta): 0.004 / -0.268 Ha
* E: -69322.56107 eV
* energy above the lowest of the compared OMol25 structures with the same formula, charge and spin: 0.0 kcal per mole
* multiplicity: 2

Geometry (Å):
C 2.4584 5.0060 0.4604
C 1.2790 5.0388 -0.5451
O 0.6515 6.3308 -0.4372
O 2.9203 3.7202 0.7607
H 2.2394 5.4817 1.4163
H 3.3307 5.4535 -0.0159
H 0.4985 4.3304 -0.2672
H 1.5524 4.8449 -1.5823
H -0.0402 6.3808 -1.1010
H 2.4503 3.3860 1.5282
C -1.4696 -3.0020 -3.3589
C -0.7364 -1.9542 -4.2436
O -1.6883 -1.2071 -4.9644
O -2.3784 -2.5396 -2.4368
H -0.6599 -3.4916 -2.8178
H -1.9602 -3.7994 -3.9171
H 0.0027 -2.3226 -4.9550
H -0.1336 -1.3032 -3.6104
H -1.3842 -0.2966 -4.9571
H -1.9796 -1.7145 -2.1508
C -4.5911 0.0531 1.8783
C -4.8233 -0.3526 0.3951
O -3.8842 0.3140 -0.4406
O -3.4634 -0.5027 2.4015
H -5.4596 -0.2388 2.4687
H -4.4346 1.1233 2.0143
H -5.8277 -0.0812 0.0700
H -4.7041 -1.4214 0.2171
H -4.2091 0.1835 -1.3344
H -2.7258 -0.0457 1.9909
C 0.0560 -0.3315 -0.0635
C -0.0157 0.9523 0.7425
O -1.2551 1.0516 1.4060
O -1.0496 -0.5243 -0.9165
H 0.0493 -1.2131 0.5775
H 0.9831 -0.3157 -0.6365
H 0.0354 1.7689 0.0222
H 0.8277 1.0645 1.4237
H -1.1748 1.8905 1.8657
H -1.8313 -0.2142 -0.4533
C -0.8105 2.0093 -3.7394
C 0.6426 2.2025 -3.2456
O 1.1770 3.2574 -4.0233
O -0.8002 1.3863 -5.0163
H -1.3395 2.9621 -3.7216
H -1.2714 1.2591 -3.0967
H 1.2303 1.2947 -3.3824
H 0.6395 2.4241 -2.1783
H 2.0062 2.8893 -4.3372
H -0.5998 2.0518 -5.6785
C 0.8758 4.0494 3.6566
C -0.5725 3.5694 3.9628
O -1.3973 3.6928 2.8264
O 1.6187 3.0196 3.0483
H 1.3898 4.2330 4.6002
H 0.9266 4.9761 3.0849
H -1.0947 4.2193 4.6649
H -0.6376 2.5504 4.3442
H -1.5414 4.6074 2.5727
H 1.9747 2.4833 3.7604
C 5.1212 1.2921 2.3976
C 5.4127 1.1628 0.9270
C 4.3316 0.3318 0.1933
O 5.3151 2.4226 0.3559
H 5.2859 0.3384 2.8990
H 4.1035 1.6540 2.5438
H 5.7877 1.9848 2.9116
H 6.4485 0.8522 0.7901
H 4.5734 0.1986 -0.8611
H 3.3441 0.7589 0.3683
H 4.2798 -0.6201 0.7217
H 4.4874 2.7849 0.6805
C -4.1790 -5.3717 1.9465
C -3.4438 -4.1095 2.2886
C -2.5929 -3.5928 1.1187
O -4.4976 -3.1664 2.5469
H -3.5072 -6.2223 1.8314
H -4.9029 -5.2649 1.1387
H -4.8299 -5.6709 2.7681
H -2.8105 -4.4270 3.1169
H -2.2516 -2.6167 1.4635
H -3.1893 -3.4522 0.2173
H -1.7964 -4.2996 0.8861
H -4.0763 -2.3043 2.5775
C 2.6202 -5.4447 -1.0356
C 1.5459 -5.1773 0.1129
C 0.9255 -3.7805 -0.0472
O 0.5386 -6.1706 -0.0242
H 2.9542 -6.4708 -0.8815
H 3.3684 -4.6532 -0.9935
H 2.2507 -5.4332 -2.0610
H 1.8997 -5.3195 1.1341
H 0.1998 -3.6718 0.7589
H 0.3688 -3.6955 -0.9805
H 1.6918 -3.0058 -0.0721
H -0.0478 -6.0383 -0.7727
C 1.5964 -1.4201 3.4764
C 0.2525 -1.3107 4.3135
C -0.9112 -2.0079 3.7153
O 0.3792 -1.6338 5.6620
H 2.3103 -0.6547 3.7808
H 1.2263 -1.3935 2.4515
H 1.9922 -2.4057 3.7213
H 0.0256 -0.2510 4.1970
H -0.9483 -1.8465 2.6379
H -1.8410 -1.6038 4.1155
H -0.8556 -3.0936 3.7932
H -0.5092 -1.6246 6.0257
C -2.3812 3.4162 -0.9553
C -3.7324 4.1224 -0.6577
C -4.4196 4.7242 -1.8963
O -4.6278 3.2647 -0.0851
H -2.0280 3.0684 0.0155
H -1.6822 4.0917 -1.4484
H -2.6460 2.5001 -1.4833
H -3.4639 4.8329 0.1241
H -3.9551 4.5166 -2.8603
H -4.5615 5.7953 -1.7524
H -5.4328 4.3310 -1.9793
H -4.2801 2.3705 -0.1203
C 2.8456 -1.8688 -2.4662
C 3.7095 -1.9581 -3.7339
C 5.0677 -1.2323 -3.6930
O 3.8410 -3.3318 -4.0292
H 2.6727 -0.8182 -2.2329
H 3.3802 -2.3629 -1.6549
H 1.8737 -2.3466 -2.5896
H 3.1305 -1.4543 -4.5080
H 5.6896 -1.3414 -4.5815
H 5.6825 -1.6506 -2.8960
H 4.9761 -0.1563 -3.5454
H 3.0233 -3.7087 -4.3623

Atomic partial charges in e from the Mulliken method, atoms 1 to 5:
1. C -0.83
2. C 0.74
3. O -0.59
4. O -0.59
5. H 0.30

***

No. 2
This record from OMol25 describes a structure of composition C30H85CrCuN5O14P at a distorted geometry. The level of theory is wB97M-V/def2-TZVPD.

Properties
* maximum force: 4.8 eV/Å
* <S²>: 6.01
* gap between HOMO and LUMO (alpha / beta): 6.517 / 7.975 eV
* HOMO (alpha / beta): -0.245 / -0.299 Ha
* E: -150953.29792 eV
* energy above the lowest of the compared OMol25 structures with the same formula, charge and spin: 44.5 kcal per mole
* multiplicity: 5

Geometry (Å):
Cr -2.4708 0.9728 0.0990
Cu 0.7637 -1.9422 0.5628
P -0.0986 0.6499 -0.0798
O -0.6984 2.0137 0.2161
O -0.9852 0.3605 -1.3052
O -0.9470 -0.1404 0.9320
O 1.4344 0.2107 -0.0201
C 1.0634 4.4957 -1.9498
C 0.5454 5.1551 -0.6659
O -0.6772 4.6047 -0.3605
H 2.0583 4.9233 -2.0743
H 0.4424 4.6438 -2.8332
H 1.1253 3.4144 -1.8265
H 0.3575 6.2131 -0.8488
H 1.2861 5.0855 0.1307
H -0.5590 3.6678 -0.1877
C -1.2931 5.3300 2.7677
C -0.2037 4.2726 2.7695
O -0.8267 3.0067 2.5339
H -1.8402 5.4677 3.7004
H -1.9153 5.3946 1.8751
H -0.8436 6.3229 2.7535
H 0.4763 4.2053 3.6187
H 0.4549 4.4208 1.9138
H -0.6467 2.7336 1.6313
C 3.1534 3.2762 1.7111
C 2.8675 1.9700 2.4739
O 3.3310 0.9272 1.7248
H 3.0318 4.1329 2.3740
H 2.5022 3.2866 0.8371
H 4.1936 3.1345 1.4177
H 1.8093 1.8703 2.7155
H 3.4025 1.9867 3.4234
H 2.6782 0.7634 1.0403
C -0.7379 1.1025 -5.7714
C -0.7510 0.2973 -4.5186
O 0.0689 1.1022 -3.6154
H -1.3255 0.6601 -6.5758
H 0.2614 1.2994 -6.1595
H -1.3674 1.9651 -5.5526
H -0.2069 -0.6449 -4.5840
H -1.7068 0.1469 -4.0167
H -0.2971 1.0734 -2.7284
C -3.2857 -2.2523 1.3490
C -4.5111 -1.5904 0.7899
O -4.2018 -0.4710 0.0327
H -2.4685 -2.2042 0.6293
H -3.4049 -3.3191 1.5383
H -2.9305 -1.8678 2.3051
H -5.2282 -1.4287 1.5947
H -4.9550 -2.3303 0.1239
H -4.9639 -0.4696 -0.5510
C 3.7175 -1.6837 -4.0131
C 3.5212 -0.9618 -2.6062
C 4.0843 0.4742 -2.5791
O 5.4881 0.2872 -2.2601
C 6.1634 1.4755 -1.8901
N 2.1066 -0.9712 -2.3614
H 4.7775 -1.6908 -4.2673
H 3.1560 -1.0948 -4.7384
H 3.4155 -2.7286 -3.9422
H 4.0239 -1.6004 -1.8799
H 3.6090 0.9680 -1.7316
H 3.8605 1.1729 -3.3852
H 5.7711 1.8436 -0.9421
H 6.1371 2.1763 -2.7246
H 7.1681 1.1118 -1.6748
H 1.5906 -0.3366 -2.9540
H 2.0217 -0.4889 -1.4781
C 0.9316 -0.5354 3.9235
C -0.5375 -0.7979 4.1696
C -1.0739 -0.9336 5.6834
O -0.2091 -1.9111 6.2642
C -0.3996 -2.0983 7.6657
N -1.3156 0.2158 3.4164
H 1.5349 -1.3158 4.3873
H 1.2690 0.3296 4.4944
H 1.0679 -0.4406 2.8462
H -0.8077 -1.7771 3.7743
H -2.1210 -1.1891 5.5208
H -0.9240 0.0423 6.1453
H 0.2941 -2.8938 7.9381
H -1.4469 -2.2796 7.9070
H -0.0844 -1.2062 8.2069
H -0.8962 1.1097 3.6288
H -1.1583 0.1031 2.4251
C -1.1570 -4.4197 -3.4910
C -1.4523 -3.0142 -3.0206
C -2.9129 -2.8073 -2.4992
O -3.8661 -3.0883 -3.4736
C -5.1715 -3.5642 -3.1302
N -0.4495 -2.6233 -2.0610
H -0.1180 -4.3897 -3.8190
H -1.8644 -4.5341 -4.3123
H -1.4056 -5.1602 -2.7307
H -1.2875 -2.2999 -3.8272
H -3.1450 -1.8155 -2.1112
H -3.1466 -3.4183 -1.6273
H -5.1583 -4.6329 -2.9164
H -5.8750 -3.4302 -3.9520
H -5.5749 -3.0044 -2.2865
H -0.6170 -1.6631 -1.7961
H 0.3751 -2.4979 -2.6305
C 3.7942 -4.0720 2.1311
C 3.9817 -3.5462 0.7287
C 3.6750 -4.6165 -0.3918
O 4.4650 -5.7559 -0.1709
C 4.0766 -6.7833 -1.1398
N 3.0464 -2.4091 0.5274
H 4.2383 -3.4564 2.9134
H 4.2759 -5.0420 2.2541
H 2.7297 -4.2313 2.3027
H 4.9863 -3.1837 0.5110
H 3.8790 -4.2511 -1.3983
H 2.6137 -4.8628 -0.3603
H 4.7443 -6.6757 -1.9946
H 3.0407 -6.6670 -1.4583
H 4.2519 -7.7856 -0.7489
H 3.4421 -1.6497 1.0631
H 3.1800 -2.0930 -0.4225
C -4.9248 3.6870 2.3138
C -4.3745 2.7913 1.2327
C -4.0492 3.4067 -0.1348
O -3.5862 2.3995 -1.0510
C -3.0566 3.0506 -2.2454
N -3.3042 2.0490 1.7264
H -5.9072 4.0253 1.9844
H -4.2832 4.4988 2.6564
H -5.2911 3.1874 3.2107
H -5.1941 2.1334 0.9435
H -3.3317 4.2236 -0.0559
H -5.0009 3.7700 -0.5224
H -3.6828 3.8404 -2.6604
H -2.9618 2.2970 -3.0272
H -2.0781 3.4705 -2.0126
H -3.5899 1.5837 2.5761
H -2.6734 2.7565 2.0750

Atomic partial charges in e from the Mulliken method, atoms 1 to 5:
1. Cr -0.95
2. Cu 0.00
3. P 0.21
4. O 2.83
5. O -1.09

***

Among the records above, which one has the lowest multiplicity? C30H84O18

***

What is the <S²> in the first record? 0.75